C6H11N as an isolated structure in a non-equilibrium geometry, computed with ωB97M-V with the def2-TZVPD basis set.

E_HOMO	-9.395	eV
HOMO-LUMO gap	10.382	eV
energy relative to the best compared isomer or geometry (same formula, charge and spin)	2.809	eV
LUMO energy	0.036	Eh
largest force on an atom	5.40	eV Å⁻¹

The geometry in XYZ format:
```
18
C6H11N | OMol25 | ωB97M-V with the def2-TZVPD basis set
C 1.728 -0.916 -0.694
C 0.942 0.316 -0.663
C -0.157 -0.736 -0.115
C 1.118 1.515 0.349
C -1.443 -0.924 -1.026
C -0.708 -0.608 1.309
N 0.898 -1.754 -0.185
H 2.731 -1.034 -1.057
H 0.525 0.703 -1.680
H 1.637 1.093 1.101
H 0.208 1.954 0.528
H 1.659 2.170 -0.282
H -2.101 -1.532 -0.448
H -1.224 -1.341 -2.027
H -1.890 -0.047 -1.379
H -1.631 0.152 1.286
H 0.079 -0.251 1.857
H -0.970 -1.479 1.803
```